DFT (wB97M-V/def2-TZVPD) results for a molecular structure, C30H50BrN3P2PtS at a distorted geometry.

Geometry as ORCA input:
```
! RIJCOSX wB97M-V def2-TZVPD def2/J DEFGRID3
* xyz 2 3
C 3.3546 5.2271 -1.7987
C 2.1745 4.6657 -2.3177
C 2.1292 4.3534 -3.6964
C 3.2921 4.5262 -4.4561
N 4.4193 5.0403 -3.9523
C 4.4591 5.3643 -2.6543
C 1.0742 4.3409 -1.4731
C 0.1390 3.8935 -0.8153
C -0.8279 3.1714 -0.0699
C -0.5773 2.9256 1.2928
C -1.0287 1.7095 1.8196
C -1.6213 0.8338 0.9256
C -2.3480 1.2999 -0.2177
C -1.9060 2.5056 -0.7391
Pt -0.8893 -1.0186 1.1818
P 1.0019 -0.6631 -0.2987
H 1.2306 3.9497 -4.1635
H 3.4460 5.5125 -0.7519
H 3.3076 4.2338 -5.5133
H 5.4157 5.7452 -2.2766
H -2.2947 2.9540 -1.6641
H 0.0257 3.6062 1.9055
H -3.1546 0.7105 -0.6469
H -0.8651 1.3906 2.8353
C 2.0630 -2.1625 -0.4686
C 3.1190 -2.2447 -1.5687
H 1.3604 -3.0022 -0.5706
H 2.5452 -2.3022 0.5101
H 3.5996 -3.2331 -1.5103
H 2.7023 -2.1635 -2.5815
H 3.9166 -1.5004 -1.4399
C 0.7694 0.1629 -1.9300
C 2.0066 0.7722 -2.6019
H 0.0278 0.9582 -1.7544
H 0.2892 -0.5781 -2.5890
H 1.7291 1.1059 -3.6113
H 2.3632 1.6652 -2.0696
H 2.8342 0.0579 -2.7109
C 1.9676 0.5896 0.6178
C 3.4912 0.4913 0.5467
H 1.6413 0.5219 1.6702
H 1.6048 1.5595 0.2426
H 3.9129 1.2892 1.1734
H 3.8556 -0.4677 0.9401
H 3.8760 0.6446 -0.4707
Br -0.7851 -3.4815 0.7618
P -2.3068 -2.2229 -1.8404
C -0.9912 -2.9729 -2.9002
C -1.4349 -4.2318 -3.6411
H -0.1956 -3.2053 -2.1600
H -0.5856 -2.1951 -3.5788
H -0.5995 -4.5818 -4.2619
H -1.6920 -5.0390 -2.9402
H -2.2933 -4.0180 -4.2925
C -3.6168 -3.4553 -1.3873
C -4.8042 -3.5438 -2.3398
H -3.9448 -3.0802 -0.3949
H -3.1275 -4.4312 -1.2145
H -5.5038 -4.3024 -1.9635
H -5.3585 -2.5951 -2.3900
H -4.4782 -3.8426 -3.3454
C -3.0582 -0.8225 -2.7786
C -3.2888 -1.0904 -4.2600
H -2.3473 0.0130 -2.6185
H -3.9923 -0.5392 -2.2575
H -3.6614 -0.1693 -4.7266
H -2.3540 -1.3754 -4.7598
H -4.0445 -1.8744 -4.3991
C -1.9058 -2.3022 6.8902
C -0.7781 -1.5107 6.2827
N -1.0900 -1.2225 4.8450
C -0.0512 -0.8062 4.0775
S 0.5097 -1.8035 2.7972
N 0.6746 0.2660 4.4109
C 0.1142 1.4134 5.1447
C 1.2006 2.1140 5.9335
H -2.8361 -1.7332 6.8407
H -1.6467 -2.5036 7.9285
H -2.0412 -3.2635 6.3886
H -0.6364 -0.5377 6.7638
H 0.1720 -2.0661 6.3327
H -1.6405 -1.9683 4.4010
H 1.4185 0.4815 3.7314
H -0.3517 2.1091 4.4328
H -0.6856 1.0508 5.7964
H 1.8724 2.6635 5.2639
H 0.7396 2.8264 6.6230
H 1.7941 1.4079 6.5260
*
```

Calculated values
Frontier orbital gap (alpha / beta) ... 5.03 / 4.09 eV
Molecular weight ... 821.75 Da
Largest force on an atom ... 3.320 eV Å⁻¹
E_LUMO (alpha / beta) ... -7.5 / -8.4 eV
Energy relative to the best compared isomer or geometry (same formula, charge and spin) ... 29.8 kJ/mol